No. 1
Density functional theory data (ωB97M-V/def2-TZVPD) for a molecular structure, C50H45CrN10O2S4 at a distorted geometry.

Cartesian coordinates (Å):
Cr  -0.04575  1.30552  0.32896
O  3.47927  -1.44417  3.22078
C  4.28269  -0.78826  2.36604
C  5.65741  -0.95856  2.52650
C  6.54595  -0.35546  1.65889
C  6.08059  0.44540  0.61737
C  4.72350  0.64485  0.47118
C  3.80372  0.03972  1.33255
C  2.36914  0.27882  1.11844
O  1.97028  1.27800  0.41584
N  1.50032  -0.59790  1.62214
N  0.25511  -0.23530  1.26457
C  -0.80673  -1.19182  1.31295
C  -2.08651  -0.37393  1.31963
C  -3.28484  -0.88047  1.78287
C  -4.42999  -0.10651  1.67531
C  -4.32609  1.14759  1.09190
C  -3.08784  1.57914  0.65846
N  -1.97219  0.85040  0.76781
H  2.55398  -1.31252  2.93068
H  5.99964  -1.57611  3.34679
H  7.60893  -0.51703  1.78315
H  6.78234  0.91358  -0.06032
H  4.34493  1.27859  -0.32130
H  -0.73867  -1.86539  2.17602
H  -3.31107  -1.86897  2.22512
H  -5.37990  -0.47237  2.04157
H  -5.19285  1.78401  0.98450
H  -2.97623  2.55365  0.20029
N  -0.83750  -1.92603  0.03083
S  -0.49541  -3.37287  -0.21836
N  -0.99378  -3.71872  -1.69704
S  -0.22649  -3.08768  -2.92879
N  0.41396  -1.70185  -2.81346
S  -0.09180  -0.10169  -2.72686
N  -0.21924  0.62926  -1.47815
C  -1.65147  -0.04691  -3.59679
C  -2.76400  -0.37430  -2.83371
C  -4.01604  -0.31107  -3.42054
C  -4.14086  0.08246  -4.74870
C  -3.01986  0.41908  -5.49262
C  -1.75713  0.35572  -4.91868
C  1.09083  0.60356  -3.86920
C  1.80441  -0.14917  -4.78880
C  2.65551  0.49543  -5.67414
C  2.77772  1.87737  -5.64274
C  2.06470  2.62096  -4.70945
C  1.22057  1.98328  -3.81669
C  1.11432  -4.18670  -3.31705
C  2.38502  -3.69489  -3.56502
C  3.39888  -4.59208  -3.86333
C  3.13286  -5.95314  -3.90757
C  1.85273  -6.42968  -3.64465
C  0.83162  -5.54750  -3.34486
C  -1.35340  -3.37151  -4.26176
C  -0.92903  -3.01215  -5.53484
C  -1.72491  -3.33635  -6.61760
C  -2.92315  -4.01318  -6.42380
C  -3.33458  -4.36295  -5.14500
C  -2.54853  -4.04457  -4.04983
C  -1.38707  -4.50592  0.80663
C  -2.67057  -4.88486  0.43868
C  -3.41695  -5.63802  1.32875
C  -2.88277  -5.99244  2.56316
C  -1.59741  -5.60278  2.91456
C  -0.83668  -4.84598  2.03658
C  1.21863  -3.85820  -0.11224
C  2.16595  -2.85526  -0.24071
C  3.50882  -3.20120  -0.21496
C  3.87681  -4.53164  -0.07079
C  2.91168  -5.52935  0.02207
C  1.56811  -5.19950  0.00168
H  -2.62876  -0.66023  -1.79399
H  -4.89835  -0.55552  -2.84306
H  -5.12275  0.13873  -5.20136
H  -3.12174  0.73832  -6.52182
H  -0.87804  0.63648  -5.48335
H  1.69601  -1.22424  -4.81041
H  3.22295  -0.08130  -6.39263
H  3.42542  2.37718  -6.35027
H  2.16906  3.69751  -4.68654
H  0.65059  2.53070  -3.08002
H  2.57051  -2.63182  -3.49569
H  4.39872  -4.22737  -4.05753
H  3.92604  -6.64994  -4.14371
H  1.65372  -7.49252  -3.67213
H  -0.17005  -5.90448  -3.13758
H  0.01583  -2.49807  -5.67112
H  -1.40238  -3.06829  -7.61463
H  -3.53428  -4.27695  -7.27664
H  -4.26421  -4.89540  -4.99719
H  -2.84075  -4.31232  -3.04473
H  -3.06444  -4.59536  -0.52676
H  -4.41782  -5.94765  1.05924
H  -3.47530  -6.57912  3.25243
H  -1.18655  -5.88910  3.87342
H  0.16622  -4.52918  2.29860
H  1.84986  -1.83168  -0.35708
H  4.26152  -2.42685  -0.29383
H  4.92630  -4.79322  -0.02842
H  3.20866  -6.56486  0.12305
H  0.80894  -5.96846  0.07962
N  -0.11619  3.52674  -0.35006
N  0.94981  4.16380  0.34529
C  1.15815  3.77975  1.62701
N  2.22662  4.28870  2.23284
S  0.05969  2.78600  2.42250
H  -0.00009  3.72831  -1.33530
H  -0.96984  3.98431  -0.04460
H  1.75536  4.39164  -0.21555
H  2.81815  4.97914  1.80084
H  2.41003  4.02292  3.18489

Results
- Expectation value of S²: 1.099
- Energy above the lowest of the compared OMol25 structures with the same formula, charge and spin: 10.2 kcal per mole
- E_HOMO (alpha / beta): -11.414 / -11.039 eV
- E_tot: -5266.91864 a.u.
- Spin multiplicity: 2
- Kohn-Sham gap (alpha / beta): 0.25058 / 0.23680 hartree
- Total charge: +2

No. 2
Density functional theory data (ωB97M-V/def2-TZVPD) for 2 unconnected molecules or ions with the total composition C5H15NO2 at a distorted geometry.

Cartesian coordinates (Å):
C  1.68607  1.63159  0.42733
N  0.40326  1.35336  -0.20375
C  0.24880  -0.00075  -0.70323
C  -0.07719  -0.95602  0.46407
C  0.79399  -2.19391  0.52617
O  0.40001  -3.19298  -0.42181
C  -0.84584  0.00019  -1.75416
H  2.02769  0.74171  0.95520
H  2.49502  1.86650  -0.30347
H  1.62891  2.52493  1.06158
H  0.15260  2.03526  -0.90348
H  1.17780  -0.31638  -1.19391
H  -0.06832  -0.37614  1.37698
H  -1.11265  -1.27543  0.30779
H  1.81223  -1.94003  0.24642
H  0.79950  -2.60432  1.53940
H  -0.33547  -3.71237  -0.07465
H  -0.67406  0.75664  -2.51579
H  -1.80824  0.23356  -1.27285
H  -0.95335  -0.98983  -2.20995
H  -1.96344  2.86550  2.09891
H  -1.58332  2.88860  0.65435
O  -2.37012  2.80560  1.21817

Results
- Expectation value of S²: 0.750
- Energy above the lowest of the compared OMol25 structures with the same formula, charge and spin: 20.7 kcal per mole
- E_HOMO (alpha / beta): 1.235 / -5.183 eV
- E_tot: -404.66827 a.u.
- Spin multiplicity: 2
- Kohn-Sham gap (alpha / beta): 0.08134 / 0.32121 hartree
- Total charge: -1